# 1
Formula: C6H9N3
Source: the Open Molecules 2025 dataset
Level of theory: the ωB97M-V functional and the def2-TZVPD basis

The gap between HOMO and LUMO comes out at 8.0 eV. The value obtained for the energy above the lowest of the compared OMol25 structures with the same formula, charge and spin is 0.0 kJ/mol. The calculation puts the LUMO energy at 0.85 eV. Its total energy is -398.27544 a.u. The maximum force comes out at 1.5 eV/Å. Its SMILES is Cn1cnc2c1CCN2.

ORCA input file:
```
! wB97M-V def2-TZVPD RIJCOSX def2/J DEFGRID3
* xyz 0 1
C -1.362 1.980 0.014
C 0.039 0.333 -0.072
C 0.692 1.537 -0.040
C 0.992 -0.805 -0.140
C 2.338 -0.039 0.042
C -2.391 -0.302 -0.093
N -0.183 2.567 0.021
N -1.296 0.622 -0.044
N 2.070 1.398 -0.149
H -2.293 2.508 0.056
H 0.842 -1.552 0.643
H 0.957 -1.315 -1.107
H 2.748 -0.234 1.041
H 3.079 -0.356 -0.696
H -2.447 -0.783 -1.074
H -2.265 -1.078 0.666
H -3.321 0.232 0.093
H 2.631 2.021 0.415
*
```

Results of the Löwdin charge analysis, in e, for atoms 1 through 5: -0.175, -0.198, -0.336, -0.094, -0.166

***

# 2
Formula: C3H7NO4
Source: the Open Molecules 2025 dataset
Level of theory: the ωB97M-V functional and the def2-TZVPD basis

The gap between HOMO and LUMO (alpha / beta) comes out at 8.3 / 8.3 eV. The value obtained for the energy above the lowest of the compared OMol25 structures with the same formula, charge and spin is 560.2 kJ/mol. The calculation puts the LUMO energy (alpha / beta) at 0.20 / 0.20 eV. Its total energy is -474.07288 a.u. The maximum force comes out at 3.8 eV/Å.

ORCA input file:
```
! wB97M-V def2-TZVPD RIJCOSX def2/J DEFGRID3
* xyz 0 1
C -0.196 -0.107 0.466
C -1.076 -0.367 -0.794
C 0.837 1.044 0.175
N -2.306 -1.733 -0.219
O -2.917 -1.291 0.675
O -0.525 -0.868 -1.930
O 2.030 0.475 -0.348
O 1.190 1.623 1.407
H 0.485 -1.062 0.682
H -0.940 0.054 1.290
H -1.587 0.525 -1.029
H 0.440 1.805 -0.451
H -0.135 -1.827 -1.872
H 2.597 0.108 0.331
H 2.104 1.620 1.619
*
```

Results of the Löwdin charge analysis, in e, for atoms 1 through 5: -0.086, -0.312, -0.416, 0.059, -0.040

***

# 3
Formula: C4H4S2
Source: the Open Molecules 2025 dataset
Level of theory: the ωB97M-V functional and the def2-TZVPD basis

The gap between HOMO and LUMO comes out at 8.4 eV. The value obtained for the energy above the lowest of the compared OMol25 structures with the same formula, charge and spin is 344.5 kJ/mol. The calculation puts the LUMO energy at -0.31 eV. Its total energy is -951.04127 a.u. The maximum force comes out at 3.5 eV/Å. Its SMILES is S=C1CS1.C#C.

ORCA input file:
```
! wB97M-V def2-TZVPD RIJCOSX def2/J DEFGRID3
* xyz 0 1
C -1.496 0.809 -1.776
C -0.321 0.518 -1.808
C 1.015 -1.046 0.750
C 0.213 -0.018 1.564
S 1.008 -2.197 -0.312
S 2.008 0.257 1.416
H -2.584 1.095 -1.574
H 0.728 0.381 -1.916
H -0.550 0.622 1.037
H -0.020 -0.421 2.619
*
```

Results of the Löwdin charge analysis, in e, for atoms 1 through 5: -0.013, -0.053, -1.219, -0.452, 0.695

***

# 4
Formula: C6H8NOPS2
Source: the Open Molecules 2025 dataset
Level of theory: the ωB97M-V functional and the def2-TZVPD basis

The gap between HOMO and LUMO (alpha / beta) comes out at 5.3 / 5.3 eV. The value obtained for the energy above the lowest of the compared OMol25 structures with the same formula, charge and spin is 314.6 kJ/mol. The calculation puts the LUMO energy (alpha / beta) at -2.09 / -2.09 eV. Its total energy is -1501.09258 a.u. The maximum force comes out at 3.8 eV/Å.

ORCA input file:
```
! wB97M-V def2-TZVPD RIJCOSX def2/J DEFGRID3
* xyz 0 1
C -2.259 1.249 -1.404
C -2.054 -0.100 -1.783
C -1.784 1.695 -0.140
C -1.423 -0.941 -0.883
C -0.806 0.937 0.503
C -0.664 -0.449 0.172
N 0.005 -1.245 1.004
O 3.197 -1.754 1.962
P 2.745 -0.922 0.632
S 3.772 -1.231 -1.009
S 2.776 1.083 1.397
H -2.798 2.030 -1.945
H -2.496 -0.536 -2.744
H -1.910 2.767 0.237
H -1.374 -2.026 -1.170
H -0.272 1.282 1.303
H -0.009 -2.218 0.823
H 2.866 -1.340 2.798
H 2.489 1.721 0.246
*
```

Results of the Löwdin charge analysis, in e, for atoms 1 through 5: -0.089, -0.094, -0.083, -0.061, -0.046

***

> maximum force of number 3 (C4H4S2)?

3.5 eV/Å